Formula: CH4N3O2
Source: OMol25
Level of theory: wB97M-V/def2-TZVPD

XYZ file:
```
10
Properties=species:S:1:pos:R:3
C -0.72839 -0.47406 0.13797
N 1.56386 -0.53157 -0.07142
N 0.51179 0.23091 0.12957
N 2.71002 -0.21361 -0.01280
O 3.21132 1.33299 0.21217
O 3.69970 -0.92320 -0.03755
H -0.48326 -1.55856 0.28578
H -1.34068 -0.00192 1.05101
H -1.18387 -0.61574 -0.87160
H 2.53417 2.00689 0.01298
```

Properties
- orbital gap (eV) = 6.6
- lowest unoccupied orbital energy (eV) = 4.465
- net charge = -1
- highest occupied orbital energy (eV) = -2.18
- structure (SMILES) = C/N=N/N([O-])O

***

Formula: CH4N3O2
Source: OMol25
Level of theory: wB97M-V/def2-TZVPD

XYZ file:
```
10
Properties=species:S:1:pos:R:3
C -1.11860 0.62400 -0.16190
N 1.77813 -0.50968 0.27050
N -0.53376 1.55642 -0.48168
N -1.75007 -0.47675 -0.07774
O 0.71208 -1.01783 0.24985
O 1.83113 0.68956 0.17235
H 2.57798 -1.08757 0.30014
H 0.23205 2.08830 -0.36569
H -2.28402 -0.65020 0.79787
H -1.44491 -1.21625 -0.70369
```

Properties
- orbital gap (eV) = 11.5
- lowest unoccupied orbital energy (eV) = -4.588
- net charge = +1
- highest occupied orbital energy (eV) = -16.07

***

Formula: CH4N3O2
Source: OMol25
Level of theory: wB97M-V/def2-TZVPD

XYZ file:
```
10
Properties=species:S:1:pos:R:3
C -0.42825 0.72268 0.10880
N -1.58223 0.35209 0.16119
N 0.51980 1.58777 0.27380
N 0.64532 -0.76761 -0.37662
O -2.49254 -0.40406 -0.02946
O 0.74857 -1.76666 0.44861
H 1.48092 1.40215 0.32719
H 0.27736 2.61617 0.38050
H 0.44026 -1.01656 -1.41750
H 0.39079 -2.72599 0.12349
```

Properties
- spin multiplicity = 3
- orbital gap (spin up / spin down) (eV) = 10.3 / 6.9
- lowest unoccupied orbital energy (spin up / spin down) (eV) = -3.678 / -7.487
- net charge = +1
- highest occupied orbital energy (spin up / spin down) (eV) = -13.93 / -14.35

***

Formula: CH4N3OS
Source: OMol25
Level of theory: wB97M-V/def2-TZVPD

XYZ file:
```
10
Properties=species:S:1:pos:R:3
C -0.98509 0.47326 0.36640
N -0.50140 1.29302 1.05051
N 1.87626 -0.15742 0.35678
N -1.81418 -0.16576 -0.37546
O 0.37178 1.57822 1.85406
S 2.12144 0.65344 1.64629
H 1.91864 -1.19729 0.39892
H -2.11904 0.12558 -1.28772
H -2.30376 -1.02274 -0.28961
H 2.81035 1.74814 1.06218
```

Properties
- orbital gap (eV) = 9.5
- lowest unoccupied orbital energy (eV) = -5.204
- net charge = +1
- highest occupied orbital energy (eV) = -14.72

***

Formula: CH4N3P
Source: OMol25
Level of theory: wB97M-V/def2-TZVPD

XYZ file:
```
9
Properties=species:S:1:pos:R:3
C -0.30401 -0.22015 0.93398
N 0.43207 0.38006 -0.21554
N -0.09842 0.91546 -1.16531
N 0.44485 1.32135 -2.20721
P -0.03831 -1.99917 0.94873
H 0.08834 0.23268 1.81517
H -1.31006 -0.05932 0.82583
H -0.11212 1.55398 -2.99176
H 0.89766 -2.12489 2.05611
```

Properties
- orbital gap (spin up / spin down) (eV) = 7.7 / 7.4
- lowest unoccupied orbital energy (spin up / spin down) (eV) = -1.278 / -1.271
- net charge = 0
- highest occupied orbital energy (spin up / spin down) (eV) = -9.01 / -8.63

***

Formula: CH4N3P
Source: OMol25
Level of theory: wB97M-V/def2-TZVPD

XYZ file:
```
9
Properties=species:S:1:pos:R:3
C -1.07585 0.06896 -0.18332
N -0.30057 0.58995 -1.20011
N 0.79665 0.82793 -1.34651
N 1.61922 -0.22803 0.24140
P 0.33765 -0.61030 1.19304
H -1.94197 0.61736 0.20931
H -1.69940 -0.83249 -0.65192
H 1.83037 -0.98362 -0.39903
H 0.43390 0.55023 2.13714
```

Properties
- orbital gap (spin up / spin down) (eV) = 9.2 / 9.2
- lowest unoccupied orbital energy (spin up / spin down) (eV) = 0.482 / 0.481
- net charge = 0
- highest occupied orbital energy (spin up / spin down) (eV) = -8.68 / -8.68

***

It is found that the ΔE to the lowest compared entry with this formula, charge and spin values, taken in the order of the records, are 467.8 137.3 81.7 466.3 502.4 315.4 kJ/mol.